[1]
C7H9N as an isolated structure, computed with ωB97M-V/def2-TZVPD.

Positions of all 17 atoms, in Å:
N  -0.7808  0.7829  0.2537
C  -0.0447  1.2881  -0.7578
C  1.5126  1.0246  1.0844
C  -0.8234  0.1463  -0.9574
C  0.4465  -0.1805  0.5728
C  -0.3266  -1.4367  0.8763
C  -0.8296  -1.4036  -0.5743
C  1.3877  1.6852  -0.1133
H  -1.8682  0.1741  -1.3438
H  2.2518  1.1059  2.0556
H  2.0138  2.3779  -0.6583
H  -0.4339  2.1723  -1.3847
H  0.9997  -0.3982  -0.2758
H  0.3488  -2.1759  1.2501
H  -1.2142  -1.2908  1.6712
H  -2.0144  -1.6087  -0.2640
H  -0.6251  -2.2630  -1.4349

Atomic forces in eV per Å
1.149 -1.253 4.546
4.543 7.538 -3.575
0.345 -0.587 -0.486
-6.034 -6.721 -3.313
-0.493 2.909 6.574
-0.129 1.070 2.005
-4.100 -3.116 -1.363
-0.473 -1.053 0.932
0.979 1.139 -1.138
-1.941 -0.222 -3.059
-0.032 0.393 0.517
0.415 -0.904 1.143
0.733 -0.811 -1.358
0.175 -1.026 -0.253
2.178 -0.276 -1.855
2.573 0.596 -1.803
0.110 2.323 2.486

Computed properties:
**Multiplicity**: 1
**HOMO level**: -9.03 eV
**Energy above the lowest of the compared OMol25 structures with the same formula, charge and spin**: 210.07 kcal per mole
**Total charge**: 0

---

[2]
C4H10Cl5HgO2 as an isolated structure, computed with ωB97M-V/def2-TZVPD.

Positions of all 22 atoms, in Å:
Hg  -0.2503  0.2794  0.6710
Cl  1.3940  0.3789  2.6818
Cl  3.0378  4.7725  -1.0817
Cl  -0.1580  -2.4581  0.4834
Cl  1.1474  2.5679  -0.3710
Cl  2.1831  -4.2302  -0.0915
O  -2.5478  0.9630  0.8177
O  -0.7695  0.3410  -1.6255
C  2.8078  3.2227  -0.1828
C  -0.2173  -0.2138  -2.7553
C  -3.1682  0.8200  2.1017
C  0.3823  -4.1498  0.2298
H  -2.5544  0.2344  2.7861
H  2.7775  3.3786  0.8955
H  0.2469  0.4859  -3.4503
H  -3.4368  1.7894  2.5215
H  3.4931  2.4103  -0.4247
H  0.1970  -4.7527  1.1188
H  0.5683  -0.8360  -2.3265
H  -0.9243  -0.8053  -3.3371
H  -0.0850  -4.4985  -0.6911
H  -4.1237  0.3004  2.0302

Atomic forces in eV per Å
-0.151 0.910 1.127
-1.016 -0.115 -1.284
-0.005 -1.282 0.575
0.004 -1.161 0.025
0.039 0.401 -0.952
-1.101 0.104 0.265
0.657 -0.605 0.799
-0.881 0.834 0.269
-0.754 0.102 0.840
0.200 -0.321 0.430
-0.060 0.137 -1.028
1.285 0.114 -0.562
0.189 0.178 0.159
0.736 0.489 -0.265
0.212 0.492 0.279
0.542 0.239 0.182
0.082 0.574 -0.402
-0.156 0.287 -0.245
0.456 -0.593 -0.511
-0.163 -0.334 0.237
-0.070 -0.042 0.431
-0.044 -0.407 -0.368

Computed properties:
**Multiplicity**: 2
**HOMO level (spin up / spin down)**: -10.00 / -8.44 eV
**Total charge**: 0

---

[3]
A 2-piece molecular cluster, C4H8ClN overall, computed with ωB97M-V/def2-TZVPD.

Positions of all 14 atoms, in Å:
Cl  1.5303  -2.5481  -1.6228
N  0.4954  1.1433  1.0812
C  0.3784  -1.4773  -0.7758
C  0.0601  2.3505  1.7469
C  -0.3523  -2.0626  0.4203
C  1.4557  0.7294  0.4943
H  -1.0629  -2.9375  0.2555
H  -0.9531  2.1835  1.7289
H  0.4050  -2.4265  1.0512
H  2.3096  1.1415  -0.0304
H  -0.8434  -1.1636  0.9398
H  0.4666  2.3157  2.8020
H  0.5410  3.2362  1.2458
H  -0.1986  -1.0336  -1.5452

Atomic forces in eV per Å
-0.318 0.420 0.650
0.194 -0.653 0.797
0.155 -1.355 0.421
3.697 0.149 0.441
-0.816 1.318 -0.595
-0.512 -0.911 -1.305
0.618 1.330 -0.227
-2.543 1.084 0.234
0.894 -0.539 1.194
0.465 0.217 0.108
0.399 -1.468 -0.648
-0.662 0.035 -1.057
-1.109 -0.478 0.424
-0.462 0.850 -0.437

Computed properties:
**Multiplicity**: 1
**HOMO level (spin up / spin down)**: -7.27 / -7.94 eV
**Energy above the lowest of the compared OMol25 structures with the same formula, charge and spin**: 102.75 kcal per mole
**Total charge**: 0

---

Computed max |F|, in the same sequence as the records: 9.621 1.641 3.727 eV/Å.